Molecular formula: C10H24EuN4O7
Method: DFT, ωB97M-V/def2-TZVPD

The geometry in XYZ format:
```
46
Properties=species:S:1:pos:R:3:forces:R:3:mulliken_charge:R:1
Eu 0.00177 -1.26576 0.02047 1.0 1.8 -1.0 1.626
O 2.74500 -2.51539 1.58489 -0.4 -0.5 -0.5 -0.843
O 0.43774 2.11151 0.81051 -0.8 -0.1 -0.9 -0.517
O -1.15298 -0.99101 2.22987 -0.5 -0.2 -0.3 -0.412
O -2.00229 -2.79522 -0.33115 -0.5 -0.2 0.0 -0.599
O 0.73022 -0.57341 -2.35142 -2.3 -3.1 4.2 -0.671
O 1.05522 -3.27029 -0.10690 0.2 -0.9 -0.6 -0.602
O -1.35226 1.87920 -0.97615 -1.4 -2.1 0.3 -0.651
N -2.50079 -1.61477 -0.14519 0.3 0.2 -0.7 -0.042
N -1.79170 0.68473 -0.71650 0.5 1.9 -1.3 0.779
N 1.07834 0.89903 0.94548 1.9 0.6 1.7 0.337
N 2.20828 -1.34299 1.40902 1.3 1.4 1.2 0.285
C -4.23268 -1.84311 -1.93688 -0.1 -0.5 -0.3 -1.422
C -3.25357 -1.06070 -1.14723 0.7 0.4 0.4 0.245
C 2.75377 2.22839 2.27154 -0.2 0.3 0.0 -1.378
C 3.98947 -0.41462 2.89289 0.3 0.0 0.1 -1.282
C 2.80026 -0.29345 2.00623 -1.0 -2.4 -1.1 0.331
C -2.90382 0.28636 -1.40999 0.2 -0.4 0.8 0.505
C -3.58738 1.13864 -2.41553 -0.2 0.2 -0.1 -1.442
C 1.69542 0.79023 -4.21234 -0.2 -0.1 0.9 -1.056
C 2.18039 0.96828 1.71574 -2.7 -0.1 -1.8 0.045
C -1.44363 0.19675 2.99647 0.0 0.0 0.0 -0.585
H -4.62126 0.80021 -2.55884 0.3 0.1 0.0 0.390
H -3.07761 1.08006 -3.39101 0.0 0.1 0.3 0.290
H -4.36281 -2.83039 -1.48170 0.1 0.2 -0.2 0.355
H -2.02518 -0.07252 3.88499 0.1 0.0 -0.2 0.317
H -3.89838 -1.97832 -2.97742 -0.1 0.1 0.3 0.298
H 2.15293 3.08516 1.95843 0.2 -0.2 0.1 0.365
H 1.07267 1.66622 -4.42123 0.2 0.0 -0.2 0.254
H 2.78665 2.18505 3.36984 0.0 0.0 -0.3 0.297
H 0.45220 -1.30531 -2.92840 0.2 0.3 0.1 0.182
H 1.21987 -3.96604 -0.77110 -0.1 0.6 0.6 0.282
H 1.23650 0.21496 -3.19227 1.4 1.9 -2.7 0.108
H 4.28350 -1.46250 3.00048 -0.1 0.2 -0.1 0.352
H 1.67423 0.07551 -5.04229 0.1 0.2 -0.1 0.248
H 3.76750 -0.00218 3.88668 0.1 -0.1 -0.2 0.282
H 1.86043 -3.19057 0.54507 0.5 0.1 0.5 0.422
H -0.26345 1.97860 0.04835 1.1 0.5 1.0 0.386
H -5.20703 -1.33946 -1.96813 0.2 0.0 0.0 0.404
H -0.48332 0.62047 3.29325 -0.2 -0.1 -0.1 0.208
H 4.84070 0.15294 2.49195 -0.1 -0.1 0.1 0.306
H -1.99454 0.93037 2.39503 0.2 -0.2 0.1 0.254
H 2.72334 1.09517 -3.98852 -0.1 0.1 -0.3 0.252
H 3.78958 2.35857 1.92476 -0.3 -0.1 0.1 0.332
H -2.00223 -1.37952 1.92299 0.5 0.4 0.2 0.394
H -3.58964 2.18315 -2.08241 0.1 -0.2 -0.2 0.369
```
Forces are in eV/Å.

As for the electronic energy: -50373.71335 eV. The expectation value of S² is 15.863. Its multiplicity is 8. The calculation puts the energy above the lowest of the compared OMol25 structures with the same formula, charge and spin at 0.0000 eV. As for the charge: 0. The calculation puts the largest force on an atom at 5.70 eV Å⁻¹.

=====

Molecular formula: C10H24IrNO6P2S4
Method: DFT, ωB97M-V/def2-TZVPD

The geometry in XYZ format:
```
48
Properties=species:S:1:pos:R:3:forces:R:3:mulliken_charge:R:1
Ir -0.25834 -0.19001 0.97705 -1.7 4.8 0.0 0.833
S -0.30046 1.21391 3.17816 0.6 -0.7 -1.9 0.275
S 0.66823 1.53534 -0.85790 -0.3 -1.1 0.9 0.159
S 2.39725 0.03453 1.54293 -0.1 0.0 -0.1 0.308
S -2.33101 1.39125 0.50340 1.6 -1.1 0.4 0.290
P 0.43340 -2.75247 1.64412 0.3 -1.1 0.5 0.615
P -2.29874 -2.00437 1.04370 -0.7 -1.1 0.0 0.638
O 0.79014 -2.16967 0.29259 0.0 0.5 -0.1 -0.646
O -2.23687 -0.91402 2.08628 0.4 -0.3 0.3 -0.552
O -1.72720 -1.49578 -0.26422 0.5 0.4 -0.2 -0.693
O 1.20568 -4.08330 1.97399 0.2 0.2 0.1 -0.544
O 0.47784 -1.66759 2.69259 -0.4 -0.3 0.1 -0.552
O -3.67981 -2.74151 0.88429 -0.1 0.3 0.0 -0.542
N -1.31277 -4.45678 0.41646 0.0 0.0 -0.1 -0.234
C 2.43311 1.01601 3.06882 0.0 -0.3 -0.1 -0.874
C 3.15365 1.07370 0.26349 -0.1 -0.3 0.1 -0.913
C -0.32057 3.03716 -0.57018 0.1 -0.1 0.1 -0.504
C 1.32841 2.03366 3.21525 -0.1 0.1 0.2 -0.510
C -1.36045 2.65390 2.82711 0.0 0.0 0.0 -0.687
C 2.28280 2.17572 -0.28762 -0.1 0.0 -0.1 -0.665
C -1.27562 -3.46967 1.55151 0.2 1.1 0.0 0.737
C -1.72929 -4.07872 2.86195 -0.1 -0.3 0.2 -1.735
C -2.60029 2.20000 2.10245 -0.1 -0.2 0.1 -0.859
C -1.79349 2.72624 -0.60949 0.0 -0.2 -0.1 -0.912
H -2.37865 3.61773 -0.37737 -0.1 0.0 0.0 0.507
H 3.41075 1.49404 3.14623 0.0 0.0 0.0 0.570
H 2.36613 0.25979 3.85296 0.1 0.0 0.0 0.426
H 1.41962 2.50887 4.19568 -0.1 0.0 0.0 0.531
H -1.67101 -3.33254 3.65373 0.0 0.0 0.0 0.442
H -4.50404 -2.23024 0.80901 0.1 -0.1 -0.1 0.411
H -3.12072 1.43531 2.68151 -0.1 0.0 0.0 0.362
H -1.09649 -4.92073 3.14783 0.0 0.0 0.0 0.449
H -0.68474 -5.24872 0.59280 0.0 0.0 0.0 0.393
H -0.79751 3.41499 2.29178 0.0 0.0 0.0 0.414
H -2.76171 -4.42830 2.80712 0.0 0.0 0.0 0.439
H 3.40888 0.35589 -0.51817 0.1 0.0 0.0 0.460
H -1.65654 3.07035 3.79366 0.1 0.0 0.1 0.520
H 4.08609 1.48274 0.65621 0.0 0.0 0.0 0.506
H 2.76786 2.59757 -1.17069 -0.1 0.0 0.0 0.533
H -0.01106 3.48069 0.37411 0.0 0.0 0.0 0.173
H -2.26255 -4.82152 0.28358 0.0 0.0 0.0 0.388
H -3.28455 3.03515 1.94095 0.0 0.0 -0.1 0.647
H -0.07881 3.73543 -1.37476 0.1 0.0 0.0 0.538
H 2.11901 2.98285 0.42384 -0.1 0.0 0.0 0.406
H 2.15289 -4.05370 2.19347 -0.2 -0.1 -0.1 0.414
H 1.36020 2.80805 2.45161 -0.1 0.0 0.0 0.205
H -2.08989 2.37638 -1.59958 -0.1 0.0 0.0 0.494
H -1.01795 -3.99872 -0.45602 0.0 -0.1 0.0 0.336
```
Forces are in eV/Å.

As for the electronic energy: -89268.37293 eV. The expectation value of S² is 0.827. Its multiplicity is 2. The calculation puts the energy above the lowest of the compared OMol25 structures with the same formula, charge and spin at 3.5098 eV. As for the charge: +3. The calculation puts the largest force on an atom at 5.10 eV Å⁻¹.

=====

Molecular formula: C10H24MnO4PSSe3Te2
Method: DFT, ωB97M-V/def2-TZVPD

The geometry in XYZ format:
```
46
Properties=species:S:1:pos:R:3:forces:R:3:mulliken_charge:R:1
Te -2.29985 -3.62142 2.56599 -0.1 0.1 -0.1 0.017
Te -2.10306 0.07717 -1.85245 0.0 0.0 0.0 -0.066
Se -2.01134 0.04511 3.26961 -0.2 0.3 1.0 0.043
Se -2.24014 -1.89609 4.38687 0.1 0.0 -0.1 -0.041
Se -3.20288 -2.19229 0.73301 -0.6 -0.5 -0.1 -0.133
Mn -2.06180 -0.20742 0.90266 1.6 -1.2 -0.6 -0.328
S 0.45040 -2.23488 0.34587 -0.2 -0.7 -0.3 0.327
P -2.33455 1.83045 -0.30305 -0.8 0.5 0.0 0.919
O -2.73694 3.26960 -0.72217 0.1 0.2 -0.3 -0.296
O -0.29691 -1.05679 0.95340 -0.3 0.8 0.4 0.523
O -3.24480 1.27717 0.81826 0.1 0.4 -0.4 -0.579
O -0.95918 1.91153 0.51643 0.3 0.3 0.0 -0.088
C 1.35441 2.35706 0.92957 0.1 0.0 0.1 -1.122
C -4.04821 3.83758 -2.68292 -0.1 0.0 -0.1 -1.153
C 1.63543 -1.50050 -0.78078 0.1 0.2 0.0 0.253
C 0.25674 2.43975 -0.09531 -0.1 -0.2 0.2 -0.175
C 2.02424 -2.47679 -1.89082 -0.1 -0.1 0.0 -0.450
C 0.88190 -2.78166 -2.85710 0.0 0.0 0.0 -1.078
C 3.43508 -1.22772 2.43315 0.1 0.0 0.0 -1.428
C -2.66506 3.79380 -2.09671 -0.2 -0.1 0.2 -0.242
C 1.53454 -2.79143 1.66309 0.1 -0.1 0.1 -0.694
C 2.00366 -1.71290 2.64772 0.0 0.0 0.0 0.013
H 4.14955 -2.04852 2.53866 -0.1 0.1 0.0 0.394
H 2.28434 2.73563 0.50160 0.0 0.0 0.0 0.410
H 0.93933 -3.56063 2.15307 0.1 0.0 0.1 0.329
H 1.30290 -0.87673 2.62727 0.0 0.0 0.0 -0.039
H -4.69475 4.49762 -2.10588 0.0 0.0 0.0 0.319
H -3.99251 4.21203 -3.70716 0.0 0.0 0.0 0.381
H 2.85697 -2.02699 -2.43291 0.0 0.0 0.0 0.394
H 0.48505 1.84865 -0.98151 0.0 -0.1 -0.1 0.281
H 2.41475 -3.40337 -1.45552 0.0 0.0 0.0 0.246
H 3.69476 -0.46848 3.17257 0.0 0.0 0.0 0.365
H 1.11151 2.95231 1.81006 0.0 0.0 0.0 0.364
H 2.48958 -1.16582 -0.19336 0.0 0.1 -0.1 -0.063
H 1.21412 -3.44683 -3.65422 0.0 0.0 0.0 0.396
H 1.91969 -2.14049 3.64759 0.0 0.0 0.0 0.424
H -4.49086 2.84183 -2.70413 0.0 0.0 0.0 0.291
H -2.22602 4.78026 -1.99679 0.0 0.1 0.1 0.304
H 1.50558 1.32048 1.23762 0.0 0.0 0.0 0.086
H 0.03803 -3.26398 -2.35825 0.0 0.0 0.0 0.310
H 0.05633 3.46669 -0.39652 0.0 0.1 0.0 0.376
H 2.35976 -3.28918 1.14035 0.0 0.0 0.1 0.524
H 1.10014 -0.63126 -1.16838 0.0 0.0 -0.1 -0.182
H 3.58516 -0.78219 1.44623 0.0 0.0 0.1 0.301
H 0.51766 -1.86180 -3.32101 0.0 0.0 0.0 0.207
H -1.99274 3.17146 -2.68368 0.1 -0.1 0.0 0.362
```
Forces are in eV/Å.

As for the electronic energy: -281015.31507 eV. The expectation value of S² is 3.914. Its multiplicity is 4. The calculation puts the energy above the lowest of the compared OMol25 structures with the same formula, charge and spin at 0.6682 eV. As for the charge: +1. The calculation puts the largest force on an atom at 2.11 eV Å⁻¹.